(1)
C29H29F3NOPPdS as an isolated structure, computed with ωB97M-V/def2-TZVPD.

XYZ file:
```
66
Properties=species:S:1:pos:R:3:nbo_charge:R:1
H -3.6251 -1.0573 -0.4315 0.2256
H -2.1416 -5.3165 -0.3327 0.2168
C -1.4561 -3.2884 -0.3767 -0.1819
C -1.2522 -2.1479 -1.1502 -0.3729
C 3.2112 1.4657 1.4266 0.1156
C 1.8892 -1.9839 2.4100 -0.2172
C -0.3968 2.2475 -0.4228 -0.5779
H -1.4748 -1.1755 -4.4222 0.2180
H 3.8887 2.1975 4.6673 0.2342
C 1.9803 2.4649 3.7128 -0.3075
C 3.9440 1.5925 2.6246 -0.2441
H 1.6767 -1.8516 0.2959 0.2319
H -4.9324 2.9238 0.4321 0.2162
H -2.2788 0.5614 2.3325 0.2255
H -0.2833 -0.6099 -3.2394 0.2516
F 5.9110 1.3981 3.9030 -0.3326
C 1.3087 2.3121 2.5156 0.0842
H -1.1955 -3.2795 0.6740 0.2260
H 1.4734 2.8481 4.5851 0.2266
C -2.1022 -3.3172 -3.0652 -0.2062
H 0.7415 1.6157 -6.2989 0.2115
P -0.6187 -0.6121 -0.4087 0.9533
H -2.3489 -3.3334 -4.1200 0.2105
C -1.7884 1.7934 -0.1413 0.0820
C 1.1901 -1.6964 1.2530 -0.1999
H -2.4296 -0.5067 3.7276 0.2148
C -2.3158 -4.4474 -2.2900 -0.1899
H -2.8483 -1.0850 2.1191 0.2212
C -0.7344 -0.9571 2.5131 -0.0149
C 1.2756 1.0001 -5.5733 -0.6334
H 1.8151 -1.9306 4.5582 0.2162
H 2.8979 -2.3692 2.3478 0.2278
C -4.1311 2.2286 0.2147 -0.1902
Pd 1.1395 0.9553 -0.2489 0.6160
C 5.3723 1.1377 2.6935 0.9849
H 0.0100 1.5846 -3.9278 0.1713
S 3.7293 0.7500 -0.0611 -0.3103
H -2.6005 3.7311 0.2983 0.2134
C -2.0882 0.4363 -0.2806 -0.4127
N 1.9166 1.8774 1.4217 -0.5230
H 0.2554 2.5495 2.4124 0.2046
H 1.4664 2.5506 -4.0784 0.1653
C 3.3248 2.1031 3.7497 -0.1019
C -1.3134 -0.9493 -3.3682 -0.6571
C -4.4303 0.8920 -0.0321 -0.2281
H 2.3333 1.0037 -5.8429 0.2044
H -2.7315 -5.3382 -2.7428 0.2152
C -2.8238 2.6807 0.1544 -0.2419
H -5.4582 0.5540 -0.0092 0.2176
C -0.0093 -1.2504 3.6712 -0.2078
H -0.4846 -1.0869 4.6314 0.2075
H 0.9108 -0.0247 -5.6486 0.2114
C -3.4083 -0.0062 -0.2771 -0.1848
F 5.4971 -0.1846 2.5024 -0.3170
H -0.3277 2.5092 -1.4867 0.2132
C -0.0951 -1.1451 1.2787 -0.3396
C -2.1462 -0.4646 2.6764 -0.6311
O 1.6562 0.6853 -3.1822 -0.7315
F 6.1522 1.7488 1.7913 -0.3140
H -0.1407 3.1399 0.1554 0.1977
C 1.0742 1.5312 -4.1668 -0.0670
C 1.2859 -1.7376 3.6339 -0.1970
C -1.5662 -2.1585 -2.5167 0.0193
C -1.9881 -4.4364 -0.9434 -0.2220
H -1.9737 -0.1208 -3.0974 0.2229
H 2.6124 0.7992 -3.2001 0.4812
```

- Multiplicity: 1
- Charge: 0
- Maximum force: 0.72 eV/Å

---

(2)
One molecule with the formula C2H4N2 in a non-equilibrium geometry, computed with ωB97M-V/def2-TZVPD.

XYZ file:
```
8
Properties=species:S:1:pos:R:3:nbo_charge:R:1
N 0.1380 2.0079 -0.9498 0.0389
H 0.3172 -0.7847 -0.7064 0.2187
H -1.1889 -0.1972 0.2273 0.2183
C -0.0998 -0.1631 0.0872 -0.6300
H 1.5302 1.0527 0.1273 0.2066
N -0.4015 2.8596 -1.4628 -0.0529
C 0.4569 1.2325 -0.0785 -0.2258
H 0.1620 -0.4429 1.1384 0.2261
```

- Multiplicity: 1
- Charge: 0
- Maximum force: 8.53 eV/Å

---

(3)
A 2-piece molecular cluster, CH3Cl2N3O overall in a non-equilibrium geometry, computed with ωB97M-V/def2-TZVPD.

XYZ file:
```
10
Properties=species:S:1:pos:R:3:nbo_charge:R:1
O 2.1927 0.9427 0.4952 -0.5233
C 0.2201 -0.2660 -0.2719 0.6368
H 2.7814 0.2533 0.6205 0.4811
N -1.6814 -0.2190 0.4248 -0.5780
Cl -2.5985 -0.9154 -0.8962 0.0735
H 0.1663 1.3794 0.8999 0.4187
Cl -2.1279 1.3737 0.5824 0.1244
H -0.2496 -1.9351 -1.3771 0.4328
N 0.4472 -1.1766 -1.0530 -0.6997
N 0.8497 0.5631 0.5753 -0.3664
```

- Multiplicity: 1
- Charge: 0
- Maximum force: 4.14 eV/Å

---

Computed lowest unoccupied orbital energy (eV) in order:
0.2; 0.8; 0.1
Computed relative energy (zero: lowest compared OMol25 entry of this formula, charge and spin) (kJ/mol) in order:
109.5; 276.9; 392.6